No. 1
Formula: C4H4Br2ClNOS
Source: OMol25
Level of theory: ωB97M-V with the def2-TZVPD basis set

Last column: natural (NBO) charge in e.
Positions of all 14 atoms, in Å:
C1 1.526 0.200 0.555  -0.4420
C2 2.507 0.329 -0.327  -0.1713
C3 -1.336 -1.002 0.054  0.5525
C4 -1.251 0.455 0.188  -0.3566
N1 -2.594 -1.426 -0.227  -0.7796
O1 -0.330 -1.714 0.155  -0.5365
S1 0.150 1.345 0.502  0.8265
Cl1 2.003 3.654 -0.544  -0.7363
Br1 4.040 -0.620 0.101  0.1142
Br2 -2.807 1.481 0.244  0.2108
H1 1.824 -0.226 1.501  0.2569
H2 2.368 0.724 -1.272  0.2437
H3 -3.260 -0.803 -0.574  0.3982
H4 -2.840 -2.397 -0.356  0.4195

Properties
**LUMO energy (alpha / beta)**: -3.29 / -3.28 eV
**Spin multiplicity**: 1


No. 2
Formula: C3N2O2
Source: OMol25
Level of theory: ωB97M-V with the def2-TZVPD basis set

Last column: natural (NBO) charge in e.
Positions of all 7 atoms, in Å:
C1 -0.161 0.498 0.148  0.0379
C2 0.786 -1.081 -1.156  0.4836
C3 0.378 -0.083 1.257  0.1761
N1 0.580 -0.485 2.316  -0.2044
N2 -0.777 1.297 -0.462  0.2875
O1 0.192 -2.024 -1.218  -0.4673
O2 -1.296 1.958 -1.292  -0.3134

Properties
**LUMO energy (alpha / beta)**: -0.52 / -0.52 eV
**Spin multiplicity**: 1


No. 3
Formula: C9H17BrOS
Source: OMol25
Level of theory: ωB97M-V with the def2-TZVPD basis set

Last column: natural (NBO) charge in e.
Positions of all 29 atoms, in Å:
C1 0.028 -3.671 1.159  -0.4336
C2 0.271 -2.354 0.426  -0.4933
C3 -1.431 -3.636 1.605  -0.4776
C4 -0.267 -1.200 1.255  -0.2271
C5 -0.852 2.505 -1.497  -0.6441
C6 0.998 3.303 0.076  -0.6098
C7 1.487 1.619 -1.696  -0.6483
C8 -0.832 0.203 0.027  -0.0077
C9 0.411 2.152 -0.764  0.2662
O1 0.142 1.163 0.259  -0.5649
S1 -1.779 -1.829 1.998  0.1960
Br1 1.229 -0.492 2.382  0.0026
H1 0.187 -4.573 0.515  0.2270
H2 0.726 -3.834 2.081  0.2266
H3 1.372 -2.312 0.050  0.2464
H4 -0.390 -2.196 -0.560  0.2173
H5 -2.086 -3.751 0.814  0.2066
H6 -1.731 -4.151 2.518  0.2309
H7 -1.253 1.916 -2.242  0.2167
H8 -1.583 2.551 -0.662  0.2169
H9 -0.693 3.524 -1.855  0.2205
H10 1.460 2.763 0.957  0.2454
H11 0.115 3.914 0.386  0.2027
H12 1.604 3.920 -0.463  0.2016
H13 2.501 1.598 -1.338  0.2210
H14 1.226 0.542 -1.973  0.2085
H15 1.752 2.233 -2.594  0.2188
H16 -1.901 0.220 0.181  0.1821
H17 -0.711 -0.126 -1.043  0.1524

Properties
**LUMO energy**: 0.68 eV
**Spin multiplicity**: 1


No. 4
Formula: C4H12N2
Source: OMol25
Level of theory: ωB97M-V with the def2-TZVPD basis set

Last column: Löwdin spin population.
Positions of all 18 atoms, in Å:
C1 -1.811 -0.220 -0.281  0.0927
N1 -1.619 -1.446 -1.095  0.0228
C2 -0.827 0.072 0.829  0.0901
C3 0.610 -0.401 0.656  0.0404
C4 1.415 0.441 -0.373  0.2378
N2 2.422 1.298 0.247  0.0747
H1 -1.851 0.577 -1.034  0.0399
H2 -2.839 -0.303 0.092  0.0104
H3 -0.827 -1.305 -1.693  0.0288
H4 -1.502 -2.250 -0.494  0.0073
H5 -0.873 1.153 1.023  0.0543
H6 -1.204 -0.380 1.759  0.0102
H7 1.115 -0.388 1.623  0.0069
H8 0.584 -1.435 0.316  0.0076
H9 0.665 0.964 -0.966  0.0732
H10 1.930 -0.280 -1.013  0.0436
H11 2.716 1.983 -0.457  0.0929
H12 1.898 1.922 0.861  0.0666

Properties
**LUMO energy (alpha / beta)**: 4.32 / 4.20 eV
**Total charge**: -1
**Spin multiplicity**: 2


no.,electronic energy (eV)
1,-171189.7046
2,-10181.4239
3,-92531.0582
4,-7321.0142